C14H19NO2S in the gas phase, computed with wB97M-V/def2-TZVPD.

Geometry as XYZ:
```
37
Properties=species:S:1:pos:R:3:forces:R:3
C 3.215 2.955 -0.062 -0.410 -0.196 -0.004
C 1.718 2.688 -0.081 0.161 0.344 0.001
O 1.538 1.285 -0.051 0.099 -0.142 0.008
C 0.284 0.761 -0.080 -0.404 0.000 -0.049
C -0.851 1.561 -0.113 0.237 0.005 0.018
C -2.122 1.009 -0.151 -0.350 -0.186 0.048
C -2.271 -0.371 -0.160 0.344 0.426 0.042
C -1.129 -1.165 -0.113 -0.054 0.169 0.035
C 0.153 -0.646 -0.071 0.056 0.109 -0.045
C 1.376 -1.553 -0.025 0.176 -0.099 0.012
C 1.007 -3.040 -0.019 0.013 0.279 -0.001
C 2.248 -1.293 -1.261 -0.037 0.022 0.095
C 2.174 -1.266 1.254 -0.034 0.019 -0.097
N -3.525 -0.978 -0.270 0.241 -0.466 -0.220
C -4.735 -0.427 -0.004 -0.274 0.259 0.143
O -5.770 -1.018 -0.219 -0.203 -0.063 0.006
C -4.689 0.946 0.634 0.258 0.239 -0.008
S -3.538 2.060 -0.224 -0.064 -0.202 -0.072
H 3.398 4.026 -0.082 0.044 0.112 -0.001
H 3.688 2.498 -0.927 0.073 -0.011 -0.083
H 3.658 2.536 0.837 0.070 -0.006 0.085
H 1.270 3.107 -0.992 -0.031 -0.053 0.123
H 1.241 3.150 0.793 -0.031 -0.060 -0.125
H -0.777 2.636 -0.119 0.102 0.134 0.058
H -1.279 -2.232 -0.119 0.061 -0.183 0.027
H 0.471 -3.319 -0.924 -0.097 -0.084 -0.086
H 0.407 -3.297 0.851 -0.102 -0.081 0.080
H 1.920 -3.631 0.021 0.084 -0.037 0.002
H 2.602 -0.269 -1.276 0.064 0.039 -0.077
H 3.110 -1.957 -1.253 0.112 -0.107 -0.011
H 1.677 -1.479 -2.169 -0.030 -0.039 -0.126
H 2.522 -0.239 1.270 0.058 0.040 0.080
H 3.037 -1.925 1.309 0.111 -0.107 0.020
H 1.552 -1.437 2.131 -0.037 -0.035 0.125
H -3.541 -1.935 -0.600 -0.146 0.158 0.030
H -5.676 1.402 0.595 0.043 -0.133 -0.012
H -4.364 0.858 1.674 -0.101 -0.063 -0.021
```
Forces are in eV/Å.

Summary:
LUMO energy	0.6246	eV
HOMO energy	-7.9	eV
gap between HOMO and LUMO	8.6	eV
electronic energy	-31247.5452	eV

Atom charges from the natural (NBO) analysis, given in e for atoms 1 to 6:
1. C -0.62
2. C -0.06
3. O -0.53
4. C 0.37
5. C -0.31
6. C -0.19